Record 1
This record from the Open Molecules 2025 dataset describes C25H33O2PbTe as an isolated structure in a non-equilibrium geometry. The level of theory is ωB97M-V/def2-TZVPD.

```
62
Properties=species:S:1:pos:R:3:nbo_charge:R:1
O -0.09033 0.56353 -1.36476 -0.635
C 0.75712 0.64505 -2.54680 -0.070
C -0.11828 1.73767 -3.16378 -0.444
H 0.73906 -0.31693 -3.06900 0.224
H 1.78548 0.93607 -2.28244 0.173
C -1.03590 1.54145 -1.91286 0.282
H -0.56751 1.46943 -4.12194 0.231
H 0.40403 2.69560 -3.23054 0.217
C -2.34815 0.82790 -2.22698 -0.633
H -2.16661 -0.01284 -2.91529 0.232
H -3.06898 1.50571 -2.70729 0.230
H -2.83926 0.45400 -1.31253 0.202
C -1.14430 2.70604 -0.94929 -0.633
H -0.14967 3.10974 -0.74021 0.210
H -1.58549 2.38224 0.00233 0.213
H -1.75476 3.53610 -1.32751 0.235
Pb 0.30422 -0.83844 0.85422 1.272
C 0.69008 1.95736 3.30632 -0.342
C 1.66625 0.94597 3.34683 -0.076
C 2.31331 0.89826 2.07727 -0.397
H 1.91231 0.33346 4.20667 0.249
C 1.71611 1.90122 1.25132 -0.216
C 0.71717 2.55577 2.01720 -0.122
H 0.10008 3.39185 1.68651 0.234
H 0.04977 2.26082 4.13544 0.237
H 3.17215 0.27826 1.81870 0.257
H 2.03195 2.18024 0.24541 0.240
C -1.76803 -0.16859 3.52490 -0.068
C -2.24184 1.05488 3.01276 -0.218
C -2.79024 0.81959 1.72610 -0.258
H -2.21215 2.01892 3.51794 0.226
C -2.67552 -0.56861 1.44971 -0.136
C -2.03712 -1.18549 2.57025 -0.457
H -1.84997 -2.24315 2.70733 0.259
H -1.29444 -0.30973 4.49553 0.243
H -3.26332 1.57267 1.09652 0.237
H -3.08461 -1.07637 0.57906 0.239
O 0.10800 -0.78361 -4.92315 -0.569
C -0.23736 0.00548 -6.08407 -0.073
C 0.28108 -0.67367 -7.35728 -0.435
H 0.23544 1.00365 -6.01194 0.166
H -1.33305 0.12889 -6.08238 0.189
C 1.22691 -1.78337 -6.84880 -0.435
H 0.80367 0.04438 -7.98701 0.223
H -0.57479 -1.06903 -7.90797 0.218
C 1.05314 -1.80345 -5.30712 -0.071
H 2.26525 -1.54335 -7.09041 0.217
H 0.98569 -2.76000 -7.27081 0.225
H 2.00208 -1.58857 -4.78000 0.171
H 0.65972 -2.77724 -4.96295 0.185
Te 1.49895 -3.13116 2.30762 -0.183
C 1.23851 -2.52090 4.30177 -0.252
C 0.03587 -2.71054 5.02425 -0.261
C -0.01647 -2.30923 6.36503 -0.209
C 1.11839 -1.79434 7.00596 -0.204
C 2.28185 -1.55255 6.27571 -0.210
C 2.37386 -1.95473 4.93759 -0.266
H -0.81300 -3.18060 4.52845 0.223
H -0.95111 -2.38362 6.93178 0.227
H 1.08190 -1.55434 8.07255 0.229
H 3.11265 -1.03934 6.75498 0.227
H 3.29018 -1.82844 4.35110 0.229
```

* E_tot: -1583.320727 a.u.
* net charge: +1
* relative energy (zero: lowest compared OMol25 entry of this formula, charge and spin): 0.0 kJ/mol
* gap between HOMO and LUMO (spin up / spin down): 4.86 / 4.80 eV
* lowest unoccupied orbital energy (spin up / spin down): -5.495 / -5.578 eV

Record 2
This record from the Open Molecules 2025 dataset describes C19H21BN9O5Zr as an isolated structure. The level of theory is ωB97M-V/def2-TZVPD.

```
56
Properties=species:S:1:pos:R:3:nbo_charge:R:1
Zr 0.00010 0.22496 -0.28971 2.381
O -1.33958 1.84287 2.92250 -0.523
C -0.55146 1.21783 2.28234 0.679
O 0.08101 1.64897 1.18250 -0.839
C -0.23819 -0.29869 2.52692 0.682
O -0.34035 -0.85809 3.56253 -0.463
O 0.12783 -0.88348 1.34667 -0.805
B 0.68760 0.69745 -3.36252 -0.511
C 0.16036 -0.64477 -2.70172 0.346
N -0.16782 -1.41751 -1.89390 -0.545
H -0.17377 1.20303 -4.02648 0.034
H 0.91282 1.39039 -2.34494 -0.036
H 1.73601 0.47033 -3.89148 0.064
C -4.42336 1.31799 1.09876 -0.408
N -3.55458 1.98573 0.11610 -0.364
C -3.71960 3.29350 -0.23747 0.140
C -2.84676 3.93123 -1.04569 -0.344
C -1.72057 3.19866 -1.52525 0.503
N -1.56316 1.91730 -1.16480 -0.632
C -2.46647 1.34025 -0.35361 0.784
O -2.19071 0.15717 0.00585 -0.708
N -0.81636 3.73346 -2.33324 -0.724
H -5.35015 1.88020 1.16150 0.224
H -3.91875 1.29654 2.06300 0.249
H -4.62776 0.30788 0.75762 0.245
H -4.59554 3.77702 0.17090 0.244
H -3.00794 4.96094 -1.32320 0.255
H -0.92741 4.66938 -2.68443 0.420
H -0.13841 3.12616 -2.77575 0.444
C 2.91456 2.67837 -0.01592 -0.665
C 3.19227 1.22164 -0.12996 0.444
N 2.29750 0.27544 -0.37864 -0.633
C 2.98248 -0.92782 -0.42184 -0.065
C 4.29419 -0.69626 -0.20061 -0.055
N 4.41278 0.66977 -0.02304 -0.325
C 5.67724 1.34168 0.28384 -0.038
N 6.30303 0.75052 1.41503 -0.240
N 7.27035 -0.19184 1.22813 -0.020
N 7.57525 -0.71057 2.34412 -0.175
C 6.82670 -0.10549 3.33664 0.017
C 6.80813 -0.32039 4.71864 -0.153
C 5.91440 0.42353 5.44936 -0.222
C 5.05799 1.36362 4.83488 -0.169
C 5.06967 1.58911 3.47859 -0.274
C 5.98334 0.82913 2.74281 0.157
H 1.84805 2.86819 -0.11325 0.250
H 3.43839 3.23548 -0.79389 0.246
H 3.22317 3.06730 0.95533 0.245
H 2.48640 -1.86740 -0.59965 0.246
H 5.14830 -1.34804 -0.13945 0.260
H 5.47202 2.39539 0.46219 0.223
H 6.35578 1.23735 -0.56076 0.250
H 7.46532 -1.04601 5.17593 0.240
H 5.85433 0.29317 6.52079 0.230
H 4.37232 1.92006 5.45982 0.226
H 4.41232 2.31827 3.02355 0.211
```

* E_tot: -1677.542517 a.u.
* net charge: +1
* relative energy (zero: lowest compared OMol25 entry of this formula, charge and spin): 0.0 kJ/mol
* gap between HOMO and LUMO: 7.62 eV
* lowest unoccupied orbital energy: -3.802 eV

Record 3
This record from the Open Molecules 2025 dataset describes C28H40InN2O5 as an isolated structure in a non-equilibrium geometry. The level of theory is ωB97M-V/def2-TZVPD.

```
76
Properties=species:S:1:pos:R:3:mulliken_charge:R:1
In -0.16584 0.03837 -3.29660 1.415
C -2.79501 -0.14910 3.55527 -1.284
C -3.13780 1.00771 2.60274 2.032
C -4.61640 1.35936 2.77319 -2.253
C -2.29544 2.23728 2.97217 -1.638
C -2.80060 0.56457 1.17528 -1.134
C -1.51298 0.29307 0.83546 -0.606
C -1.24179 -0.19814 -0.45906 -0.462
N -0.03350 -0.35642 -0.99993 -0.077
C 1.15668 -0.46959 -0.47441 -0.924
C 1.46500 -0.98043 0.82241 -0.235
C 2.75801 -1.09997 1.18392 -1.194
C 3.78353 -0.74401 0.21635 0.512
C 3.59162 -0.31542 -1.05802 -0.532
C 2.21561 -0.10967 -1.43480 1.303
O 1.85191 0.40018 -2.53488 -1.144
C 4.81231 -0.02262 -1.94865 1.763
C 5.72135 -1.26116 -1.94919 -1.626
C 5.57369 1.17065 -1.35356 -1.527
C 4.48087 0.30697 -3.40909 -1.932
C 3.13106 -1.62109 2.57751 1.925
C 4.64256 -1.62148 2.81829 -2.159
C 2.46880 -0.72009 3.62993 -1.441
C 2.61452 -3.05856 2.73498 -1.596
C -2.29652 -0.37513 -1.44141 1.385
O -1.96838 -0.98004 -2.52471 -1.091
C -3.61725 0.09568 -1.14062 -0.180
C -3.81767 0.45569 0.16052 0.538
C -4.77559 0.11585 -2.14873 1.655
C -5.63109 -1.14090 -1.94492 -1.636
C -5.63910 1.36299 -1.90180 -1.691
C -4.30808 0.17549 -3.61036 -1.773
H -3.05149 0.12748 4.58019 0.458
H -1.72778 -0.38219 3.52433 0.105
H -3.35078 -1.05382 3.29889 0.355
H -4.79253 1.65464 3.80843 0.458
H -5.27044 0.50985 2.56188 0.393
H -4.91610 2.19759 2.13869 0.428
H -2.55928 2.57249 3.97701 0.457
H -2.47483 3.06370 2.28131 0.371
H -1.22639 2.01772 2.97007 0.307
H -0.69616 0.48053 1.51819 1.127
H 0.65804 -1.29248 1.47193 1.299
H 4.80778 -0.85869 0.54132 0.499
H 6.12014 -1.49084 -0.95947 0.352
H 6.57345 -1.08583 -2.60854 0.460
H 5.18728 -2.14070 -2.31592 0.377
H 5.91263 0.96832 -0.33474 0.329
H 4.94822 2.06623 -1.33408 0.354
H 6.45348 1.38742 -1.96307 0.451
H 3.97358 -0.51898 -3.91161 0.358
H 5.42486 0.47945 -3.92935 0.502
H 3.87186 1.20172 -3.51434 0.332
H 5.07067 -0.61779 2.74844 0.414
H 5.17227 -2.27736 2.12253 0.439
H 4.84039 -1.99244 3.82495 0.447
H 2.75921 0.32438 3.49634 0.366
H 2.77773 -1.03306 4.62939 0.468
H 1.37885 -0.78312 3.58478 0.211
H 3.06250 -3.72378 1.99340 0.390
H 1.52896 -3.11211 2.62934 0.323
H 2.87346 -3.43513 3.72681 0.435
H -4.81864 0.74405 0.44634 0.459
H -6.03440 -1.18487 -0.93047 0.309
H -5.04906 -2.04832 -2.12214 0.373
H -6.46993 -1.13558 -2.64479 0.455
H -6.15650 1.33931 -0.94123 0.388
H -6.40769 1.42158 -2.67352 0.464
H -5.04138 2.27619 -1.94880 0.408
H -3.84830 -0.75052 -3.94210 0.299
H -3.60625 0.99845 -3.77477 0.321
H -5.17984 0.36394 -4.23892 0.466
O 0.39608 3.68207 -2.70816 -0.522
N -0.06764 2.65311 -3.03763 1.110
O 0.20808 2.05976 -4.17149 -0.673
O -0.86863 1.96761 -2.29665 -0.513
```

* E_tot: -1766.423069 a.u.
* net charge: +1
* gap between HOMO and LUMO (spin up / spin down): 5.47 / 5.48 eV
* lowest unoccupied orbital energy (spin up / spin down): -5.678 / -5.677 eV

Record 4
This record from the Open Molecules 2025 dataset describes C34H25Cl2N2O5SiW as an isolated structure in a non-equilibrium geometry. The level of theory is ωB97M-V/def2-TZVPD.

```
70
Properties=species:S:1:pos:R:3:nbo_charge:R:1
W -0.35685 0.18075 -0.20947 1.476
Cl 2.59189 3.60361 -5.93300 0.061
C 1.65754 2.89277 -4.68031 -0.059
C 0.29312 3.17487 -4.59130 -0.154
C -0.46643 2.59383 -3.59260 -0.215
C 0.12477 1.73620 -2.66921 0.311
O -0.55758 1.13221 -1.71018 -0.598
C 1.52197 1.43825 -2.74628 -0.119
C 2.15264 0.56300 -1.82250 0.135
N 1.53104 -0.14237 -0.86641 -0.546
C 2.30950 -0.96907 -0.02658 0.183
C 3.60598 -1.40926 -0.26695 -0.180
C 4.25364 -2.21196 0.67150 -0.188
C 3.63333 -2.59739 1.83529 -0.170
C 2.32135 -2.16849 2.11841 -0.017
C 1.61779 -2.52072 3.28939 -0.062
C 0.34664 -2.00960 3.47998 -0.258
C -0.23566 -1.19946 2.52311 0.144
N 0.38505 -0.85682 1.35865 -0.559
C 1.66696 -1.33830 1.17818 0.131
C 2.26335 2.03719 -3.78095 -0.167
H -0.16596 3.83155 -5.31251 0.250
H -1.52190 2.80062 -3.50147 0.251
H 3.22533 0.45318 -1.92542 0.211
H 4.11659 -1.16203 -1.18353 0.228
H 5.26225 -2.53188 0.46593 0.240
H 4.13978 -3.22764 2.54920 0.235
H 2.07991 -3.17369 4.01084 0.238
H -0.21124 -2.24876 4.37061 0.254
H -1.25076 -0.82762 2.65341 0.249
H 3.31430 1.81725 -3.88051 0.236
O -1.13100 3.04842 2.35714 -0.728
Cl -0.84648 2.30266 1.23098 2.580
O -1.24933 2.90462 0.03008 -0.786
O 0.53791 1.95527 1.14793 -0.811
O -1.55255 1.00575 1.29220 -0.817
C 0.53998 -3.91602 -4.63532 -0.198
C 0.67670 -2.55944 -4.38586 -0.205
C 0.07759 -2.00288 -3.27272 -0.207
C -0.67298 -2.78180 -2.38929 -0.480
C -0.80547 -4.14010 -2.66111 -0.137
C -0.20351 -4.70347 -3.77279 -0.221
Si -1.48420 -1.89693 -0.89444 1.193
C -1.77067 -3.21526 0.45994 -0.458
C -2.99992 -3.36728 1.09865 -0.203
C -3.17396 -4.30975 2.09603 -0.206
C -2.11671 -5.11745 2.47957 -0.219
C -0.88617 -4.97969 1.85706 -0.158
C -0.71683 -4.03824 0.86019 -0.246
C -3.18080 -1.25757 -1.52862 -0.385
C -4.04419 -1.98944 -2.33886 -0.206
C -5.20640 -1.42456 -2.83541 -0.203
C -5.53072 -0.11681 -2.51937 -0.196
C -4.69389 0.62607 -1.69994 -0.204
C -3.52722 0.05957 -1.21931 -0.223
H 1.01442 -4.35565 -5.49850 0.221
H 1.24995 -1.94087 -5.05955 0.212
H 0.17290 -0.93362 -3.07931 0.185
H -1.38339 -4.75777 -1.98995 0.208
H -0.31338 -5.75894 -3.96931 0.221
H -3.83158 -2.74640 0.79899 0.225
H -4.13500 -4.41735 2.57538 0.224
H -2.25089 -5.85206 3.25859 0.222
H -0.06243 -5.61373 2.14796 0.206
H 0.24236 -3.94382 0.36865 0.208
H -3.78939 -3.00849 -2.58423 0.214
H -5.85742 -2.00098 -3.47509 0.222
H -6.43145 0.32955 -2.91079 0.222
H -4.95183 1.64190 -1.44272 0.218
H -2.86963 0.66147 -0.56367 0.178
```

* E_tot: -3072.855610 a.u.
* net charge: +1
* relative energy (zero: lowest compared OMol25 entry of this formula, charge and spin): 192.7 kJ/mol
* gap between HOMO and LUMO (spin up / spin down): 6.42 / 5.93 eV
* lowest unoccupied orbital energy (spin up / spin down): -4.595 / -4.742 eV